# 1
C29H30BFNO7P | ωB97M-V/def2-TZVPD

Geometry as XYZ:
```
70
Properties=species:S:1:pos:R:3:forces:R:3:mulliken_charge:R:1
H 2.7188 2.2847 6.5860 0.022 0.024 -0.106 0.338
H -0.2751 -3.6977 -1.6955 -0.001 0.153 0.025 0.521
H -7.1703 -9.3860 1.6093 0.057 0.104 -0.069 0.336
O 3.1617 2.9485 -2.2974 -6.407 -4.676 0.999 -0.544
H -8.1787 -7.1221 1.7374 0.108 -0.019 -0.062 0.343
P 2.3830 -0.0334 -0.0172 3.509 -3.209 3.222 0.587
C -1.7021 -2.2488 -0.9829 -0.111 -0.078 0.100 -0.440
C 4.4607 -0.4205 -3.3090 -1.409 -1.160 0.906 -0.378
H -5.2161 -5.6470 -1.0053 -0.026 -0.120 0.121 0.417
O 0.4947 1.4326 -4.4124 -3.177 5.995 6.999 -0.409
H 2.4624 1.1417 0.8544 -0.719 -0.402 -0.496 -0.213
C -5.0820 -7.7401 -0.5109 -0.157 0.032 0.113 -0.382
C 1.3754 6.6007 -0.2706 -0.033 0.044 0.015 -0.370
N 0.7746 2.4595 -2.0969 -1.732 -0.597 -3.026 -0.134
C -2.8143 -2.0263 -0.1714 0.077 -0.194 -0.034 -0.414
H 4.6034 1.0109 2.9388 -0.194 0.071 0.005 0.354
C 0.1117 7.0920 -0.5996 0.090 0.090 0.162 -0.498
H 1.8052 5.7817 -0.8412 -0.061 0.067 0.061 0.519
C -5.6283 -8.7891 0.2278 -0.082 0.156 0.002 -0.359
H -5.1857 -9.7805 0.1728 -0.062 0.143 0.004 0.348
C 2.9776 2.4680 5.5467 0.071 0.036 -0.189 -0.272
C -1.6857 -4.5722 -0.3216 -0.160 0.228 0.010 -0.432
H 2.0926 8.6535 2.3439 -0.066 -0.057 -0.082 0.344
C -1.1393 -3.5231 -1.0604 0.025 -0.049 -0.018 -0.561
C 0.2702 8.7013 1.1954 0.087 -0.126 -0.079 -0.382
C 3.6311 2.9328 2.8745 -0.023 0.055 0.198 -0.512
H -1.4299 8.5171 -0.1152 0.133 -0.048 0.032 0.337
H 3.8819 3.1120 1.8326 -0.041 -0.076 0.124 0.467
H -7.1943 -5.2498 0.4396 0.085 -0.146 -0.018 0.360
C -2.8001 -4.3505 0.4869 0.032 0.130 -0.059 -0.372
H 4.7549 -1.5089 -2.9951 -0.057 2.009 -0.580 0.274
C 2.5989 -2.1826 -4.3679 -0.550 -5.305 -1.501 0.090
C 0.0662 2.2000 -3.4075 2.367 -3.811 -4.086 0.470
C 2.2137 1.9952 -2.0977 5.661 5.278 -1.153 0.091
C 2.5827 3.6537 4.9279 0.072 -0.109 -0.058 -0.511
O 3.4483 -1.0695 0.5936 -2.782 2.456 -1.200 -0.759
C -6.7569 -6.2433 0.3781 0.055 -0.175 -0.015 -0.351
C 2.9426 -0.6198 -3.8972 -0.661 -1.905 -0.472 0.350
O 4.2094 0.3491 -2.0786 -0.092 -0.087 -1.038 -0.599
C -0.4423 8.1388 0.1367 0.173 -0.047 0.038 -0.317
C -6.7427 -8.5674 1.0364 0.049 0.151 -0.086 -0.344
C 1.5362 8.2138 1.5209 -0.130 -0.069 -0.145 -0.345
H -1.2735 -1.4300 -1.5548 0.036 -0.185 0.039 0.553
H -1.2430 -5.5636 -0.3767 -0.034 0.150 -0.004 0.375
H 1.0520 -0.5708 0.1606 0.269 0.651 -0.087 -0.097
H -4.2177 -7.9146 -1.1460 -0.108 0.059 0.105 0.377
O 2.0701 -0.5175 -2.6850 1.768 1.722 -1.559 -0.288
O 1.9970 -2.9874 -3.4541 2.847 3.992 -4.329 -0.608
H 0.2419 2.1195 -1.2669 0.354 0.298 -1.129 0.329
H -4.2360 -2.9051 1.1880 0.076 -0.019 -0.030 0.350
B 2.7580 0.4678 -1.8273 0.319 -0.970 -2.131 0.660
C 4.0341 1.7510 3.4959 0.038 0.015 0.060 -0.366
H 3.0704 6.7768 1.0477 -0.147 0.042 -0.064 0.424
O 2.9665 -2.7009 -5.7067 -1.481 3.361 6.349 -0.819
C -3.3662 -3.0776 0.5602 0.121 -0.063 -0.090 -0.365
C -7.3089 -7.2945 1.1096 0.175 -0.057 -0.108 -0.352
C -5.6447 -6.4658 -0.4334 -0.069 -0.102 0.016 -0.399
H -0.4409 6.6584 -1.4286 0.101 0.017 0.126 0.402
C 3.7063 1.5175 4.8311 -0.069 0.236 -0.074 -0.422
F -1.2449 2.9223 -3.6124 3.451 -1.751 1.178 -0.295
H 2.5964 4.8083 3.1088 0.009 -0.120 0.046 0.398
H 2.6833 0.0688 -4.8196 0.289 -1.025 2.153 0.121
H 5.2927 0.0721 -3.9790 -1.934 -0.809 1.196 0.167
H 2.0209 4.3975 5.4874 0.049 -0.095 -0.074 0.337
C 2.9073 3.8856 3.5916 0.085 -0.169 0.083 -0.166
H 4.0184 0.5955 5.3145 -0.057 0.108 -0.100 0.354
H -3.2517 -1.0329 -0.1099 0.055 -0.123 -0.007 0.349
H -3.2277 -5.1691 1.0599 0.032 0.087 -0.042 0.449
C 2.0863 7.1608 0.7904 -0.164 0.089 -0.025 -0.455
H -0.1604 9.5193 1.7668 0.049 -0.098 -0.064 0.337
```
Forces are in eV/Å.

Its net charge is -2.

---

# 2
C15H25FN3 | ωB97M-V/def2-TZVPD

Geometry as XYZ:
```
44
Properties=species:S:1:pos:R:3:forces:R:3:mulliken_charge:R:1
H -5.8177 3.8021 3.2423 -0.080 0.241 0.081 0.315
H 2.5382 0.9033 -0.7970 0.254 0.193 -0.084 0.291
F -1.7054 0.1601 1.2983 -0.720 -0.141 0.013 -0.132
H 2.0266 2.4598 -0.0704 0.207 -0.535 0.055 0.411
H -5.6171 3.6362 6.7857 0.052 -0.091 -0.184 0.325
C -4.2844 2.6624 1.2428 -0.110 -0.097 -0.404 -1.120
C -0.1758 1.6523 -0.9995 -0.698 0.069 -0.954 -0.953
H -3.2360 2.9370 1.0247 -0.398 -0.104 0.214 0.123
C -3.7179 0.8135 4.3211 -0.732 0.293 0.455 0.478
H -2.8238 -0.5766 5.6980 0.047 -0.033 -0.155 0.370
H 2.6248 -0.7996 2.6468 0.068 0.169 -0.533 0.415
C -2.7767 -0.3156 4.6371 0.044 -0.333 0.045 -1.060
H -0.1381 1.1318 -1.9778 -0.039 0.418 0.362 0.376
C 2.3573 -0.5206 1.6136 0.715 -0.033 0.600 -0.579
H -4.4531 1.1061 6.3095 -0.003 0.148 0.063 0.368
H 0.5996 -2.8892 1.3665 -0.017 0.293 0.502 0.368
H -6.9044 2.5225 6.3783 0.188 -0.034 -0.185 0.322
C -6.1780 3.2184 5.9421 -0.244 0.299 0.253 -1.392
C -1.1531 -0.6306 0.2920 -0.291 0.564 0.606 -0.961
C 0.4995 -2.0394 2.0731 -0.461 -1.115 -0.030 -0.969
C -4.4769 1.4733 5.2901 0.197 -0.142 0.020 -0.582
N -3.8184 1.1584 3.0516 1.397 -0.202 -0.828 -0.293
H 0.2182 2.6673 -1.1273 -0.091 -0.369 0.092 0.295
C -5.2848 2.5572 4.9359 0.184 -0.338 -0.614 0.926
H -1.5679 -0.2676 -0.6614 0.145 -0.870 0.330 0.379
H 1.1163 -2.2438 2.9557 -0.167 0.133 -0.313 0.288
H -1.7343 -0.0422 4.3919 -0.448 0.006 0.074 0.167
H -3.0351 -1.2037 4.0365 0.067 0.302 0.220 0.260
H 2.9099 -1.1481 0.9121 0.290 -0.063 0.125 0.292
H -0.5488 -1.9770 2.4046 0.502 0.150 -0.073 0.278
C 0.2720 -0.2198 0.4806 -0.053 0.783 0.974 0.658
H -4.5454 1.8178 0.5798 0.078 0.360 0.273 0.292
N 0.9645 -0.8171 1.4423 -0.674 -0.377 -0.881 0.220
H -6.7487 4.0356 5.4959 0.089 -0.068 -0.015 0.345
C 2.6044 0.9375 1.3570 0.497 0.680 0.678 -0.667
H -1.3266 -1.6795 0.5728 -0.106 0.431 -0.790 0.410
H -4.9211 3.5169 1.0014 0.085 -0.101 -0.050 0.374
C -5.2334 2.9682 3.5950 0.253 -0.298 0.144 -0.642
C -4.4474 2.2557 2.6791 -0.707 0.214 0.637 0.448
C 2.0151 1.3624 0.0434 0.543 0.721 -0.042 -0.568
N 0.6447 0.9451 -0.0328 -0.558 -0.916 -0.421 0.213
H 2.1785 1.5450 2.1773 0.156 -0.274 -0.358 0.295
H -1.2281 1.7362 -0.6828 0.552 0.012 0.017 0.248
H 3.6787 1.1185 1.3374 -0.014 0.054 0.083 0.365
```
Forces are in eV/Å.

Its net charge is +1. For the relative energy (zero: lowest compared OMol25 entry of this formula, charge and spin), the calculation gives 0.0000 eV.

---

Record order is preserved below.
Total energy: -2170.5038, -850.4602 Ha
Record order is preserved below.
Lowest unoccupied orbital energy: 3.474, -3.582 eV